Here is one molecule with the formula C2H3NO from OMol25. Energies are from wB97M-V/def2-TZVPD.

The gap between HOMO and LUMO (alpha / beta) comes out at 8.54 / 9.46 eV. The value obtained for the calculated total energy is -207.7969 hartree. For the energy relative to the best compared isomer or geometry (same formula, charge and spin), the calculation gives 5.4628 eV. For the HOMO energy (alpha / beta), the calculation gives -8.347 / -9.068 eV. The value obtained for the LUMO energy (alpha / beta) is 0.196 / 0.389 eV.

Last column: Mulliken charge in e.
Positions of all 7 atoms, in Å:
1 C -0.604498 -0.283335 -0.116271  -0.1265
2 C 0.237755 0.545704 0.922852  -0.2746
3 N -1.799651 -0.017006 0.603486  -0.3281
4 O -1.013315 0.812192 1.451911  -0.0877
5 H -0.721058 0.352899 -1.003561  0.1824
6 H -0.395682 -1.421860 -0.400430  0.2651
7 H 1.213793 0.965638 1.075401  0.3695

Atomic forces in eV per Å
C 2.310 -1.714 -0.785
C -4.119 -2.396 -1.876
N 1.247 1.147 1.889
O 0.604 0.203 0.197
H 0.499 -0.275 -0.377
H -0.313 2.554 0.573
H -0.228 0.480 0.380